1.
Formula: C41H38Cl6N4O3S4Ti
Source: the Open Molecules 2025 dataset
Level of theory: ωB97M-V/def2-TZVPD

Structure (XYZ):
```
97
Properties=species:S:1:pos:R:3:forces:R:3:mulliken_charge:R:1
Ti 0.397864 -0.626047 -1.301280 -0.278 -0.037 -0.193 0.40
C 9.617977 -8.267881 5.484977 -0.014 0.006 -0.015 -0.85
O 8.547700 -8.750013 4.677562 0.014 0.003 0.020 -0.45
C 7.727786 -7.855851 4.107243 -0.012 0.038 -0.014 0.93
C 7.845345 -6.472608 4.244125 0.016 0.019 0.016 -0.49
C 6.939373 -5.642560 3.608109 -0.010 0.037 -0.008 -0.77
C 5.909046 -6.162490 2.831427 -0.019 -0.024 -0.011 0.38
C 5.804351 -7.551964 2.698609 -0.020 0.018 -0.011 -0.46
C 6.696407 -8.387727 3.325315 0.002 -0.057 -0.003 -0.85
C 4.979239 -5.249152 2.180880 -0.002 0.001 -0.021 0.32
N 5.058951 -3.931894 2.193722 0.014 0.012 0.016 -0.87
C 3.999244 -3.497981 1.461719 0.011 0.032 0.010 1.05
C 3.247602 -4.557382 0.986325 -0.041 -0.030 -0.002 -0.15
N 3.889380 -5.672190 1.460061 -0.002 -0.036 -0.003 -0.12
C 2.072593 -4.392648 0.198430 0.030 -0.030 0.103 -0.01
C 1.219634 -5.404322 -0.280316 0.043 -0.002 0.021 -0.55
C 0.108915 -5.067722 -1.013025 -0.014 -0.025 -0.006 -1.46
C -0.143552 -3.723927 -1.298296 0.016 -0.043 -0.005 -0.47
N 0.649048 -2.757411 -0.865741 0.073 0.018 -0.042 0.51
C 1.725217 -3.068935 -0.106743 0.027 0.148 -0.042 0.27
C 2.490834 -1.957154 0.391980 -0.158 0.046 -0.121 -0.04
N 2.039419 -0.716900 0.064184 0.013 0.200 0.009 0.99
C 2.684398 0.348128 0.517657 0.002 -0.038 0.010 -0.61
C 3.824577 0.240135 1.315147 0.043 0.010 0.038 -1.06
C 4.299606 -1.004509 1.645230 0.031 -0.067 0.010 -0.49
C 3.624010 -2.146368 1.179640 0.008 0.010 0.035 0.16
H 10.139531 -9.148989 5.842367 0.004 -0.011 -0.001 0.24
H 9.239632 -7.698280 6.335583 -0.007 -0.003 0.001 0.35
H 10.301502 -7.651527 4.898324 0.001 -0.003 -0.002 0.35
H 8.634487 -6.039156 4.840162 -0.010 0.000 -0.006 0.42
H 7.024082 -4.568924 3.709950 0.019 -0.015 0.014 0.45
H 5.025887 -8.001926 2.092605 0.013 -0.010 0.014 0.25
H 6.626752 -9.462707 3.228244 -0.006 0.016 -0.005 0.43
H 3.623702 -6.631567 1.322249 0.006 -0.003 0.002 0.19
H 1.432440 -6.444442 -0.068056 -0.011 0.007 -0.003 0.51
H -0.567828 -5.825549 -1.380871 0.005 0.009 -0.002 0.46
H -0.996729 -3.427884 -1.896251 -0.011 0.006 -0.002 0.70
H 2.286692 1.315382 0.235572 -0.014 0.001 -0.022 0.50
H 4.315814 1.136332 1.665904 -0.016 0.000 -0.010 0.52
H 5.180912 -1.134223 2.260483 -0.011 0.016 -0.007 0.66
Cl -6.023535 -1.974822 2.042933 -0.005 -0.001 0.005 -0.15
C -4.679185 -1.570898 1.069983 -0.014 -0.003 -0.008 0.39
C -3.392524 -1.627217 1.603620 0.031 -0.020 0.056 -0.15
Cl -3.127110 -2.127757 3.220457 -0.025 -0.042 -0.029 -0.10
C -2.312200 -1.281984 0.806339 0.138 0.017 -0.044 0.66
Cl -0.708396 -1.194891 1.423176 -0.039 -0.071 0.067 0.02
C -2.481741 -0.937948 -0.528321 -0.048 -0.057 -0.015 -1.34
O -1.408262 -0.681135 -1.299975 0.278 -0.062 0.104 0.17
C -3.766528 -0.869175 -1.055217 0.059 0.052 -0.160 0.39
Cl -3.941519 -0.387272 -2.698208 -0.012 -0.020 0.039 -0.16
C -4.865480 -1.176279 -0.259437 -0.044 0.010 0.021 0.25
Cl -6.440555 -1.075609 -0.915762 0.009 -0.009 0.006 -0.16
C -2.764519 2.977013 2.863663 -0.021 -0.089 -0.004 -1.00
C -2.328192 3.240424 1.428764 0.047 0.005 -0.070 -1.09
S -0.717703 2.590207 0.921683 0.043 0.062 0.071 0.51
C 0.455341 3.425500 2.019357 -0.004 -0.060 -0.050 -1.40
C 0.612635 2.884387 3.442933 0.014 -0.073 0.001 -0.75
S 0.845298 1.088986 3.489028 -0.029 -0.012 0.040 0.04
C -0.368284 0.495228 4.714350 0.024 0.075 -0.052 -0.69
C -1.727875 1.182324 4.814955 0.005 -0.082 -0.071 -1.09
S -2.740546 1.217020 3.305465 0.038 0.083 0.049 0.18
H -3.786340 3.339763 2.979101 0.005 0.028 0.005 0.56
H -2.151197 3.531450 3.569482 -0.010 0.026 -0.007 0.39
H -2.366833 4.312506 1.224681 -0.010 -0.002 0.002 0.55
H -3.022041 2.752269 0.739002 -0.034 0.037 0.013 0.34
H 0.222401 4.491905 2.049271 0.005 0.000 0.000 0.64
H 1.406668 3.330093 1.489770 0.018 0.047 0.043 0.37
H -0.247083 3.130499 4.056208 0.004 0.039 -0.013 0.15
H 1.476530 3.368493 3.899166 -0.009 0.022 0.010 0.57
H 0.098457 0.512701 5.699651 -0.028 -0.007 0.022 0.54
H -0.513581 -0.550510 4.438352 0.017 -0.011 0.012 0.27
H -1.647168 2.197972 5.198465 -0.006 0.004 0.011 0.51
H -2.306646 0.629230 5.555787 0.014 0.014 0.030 0.50
C 3.725315 4.875427 -6.421435 -0.038 -0.019 0.031 -1.48
C 2.741644 4.095661 -5.598706 -0.009 -0.027 -0.073 0.81
C 2.608598 4.327928 -4.226574 0.001 0.015 0.034 -0.91
C 1.682496 3.636253 -3.471840 0.011 0.027 0.028 -0.42
C 0.881453 2.688907 -4.100452 -0.008 -0.030 -0.018 0.65
C 1.002785 2.421661 -5.459152 -0.007 -0.014 0.006 -0.55
C 1.929653 3.134553 -6.199959 0.021 0.017 0.007 -0.72
S -0.311867 1.763634 -3.214753 0.130 0.137 -0.075 0.44
C -1.324727 3.035318 -2.497427 -0.024 -0.059 0.093 -1.01
O 0.478943 1.184517 -1.988024 0.017 -0.144 0.097 -0.15
H 4.498851 5.324839 -5.802102 -0.002 -0.002 -0.002 0.37
H 3.210223 5.678593 -6.952244 0.010 0.006 0.003 0.31
H 4.197934 4.240479 -7.169347 0.009 0.006 -0.002 0.40
H 3.241337 5.065245 -3.748710 -0.002 -0.005 -0.011 0.38
H 1.591206 3.819967 -2.407849 0.013 0.005 -0.013 0.33
H 0.379643 1.671750 -5.932228 0.007 0.013 0.005 0.43
H 2.029578 2.939136 -7.260169 -0.002 -0.001 0.011 0.41
H -2.091726 2.535128 -1.908116 -0.009 0.027 0.006 0.26
H -1.776510 3.579582 -3.326830 0.019 -0.032 -0.024 0.56
H -0.716969 3.683362 -1.871209 -0.020 0.004 0.006 0.31
Cl 2.584000 -0.874405 -3.093920 0.082 0.000 0.112 -0.12
C 0.865453 -1.274373 -3.224707 -0.415 -0.051 0.000 -0.73
H 0.756503 -2.335127 -3.413724 0.003 -0.024 -0.035 0.66
H 0.394867 -0.695907 -4.015944 0.066 0.025 -0.033 0.51
```
Positions in Å, forces in eV/Å.

Values from the calculation:
Charge: +2
E_LUMO (eV): -6.1
ΔE to the lowest compared entry with this formula, charge and spin (kJ/mol): 43.5
HOMO-LUMO gap (hartree): 0.206
2S+1: 1

***

2.
Formula: C9H12BN
Source: the Open Molecules 2025 dataset
Level of theory: ωB97M-V/def2-TZVPD

Structure (XYZ):
```
23
Properties=species:S:1:pos:R:3:forces:R:3:mulliken_charge:R:1
B -1.334767 0.037574 0.869366 0.473 0.817 -1.458 0.04
C 4.073002 -0.282602 -1.028449 -0.722 -0.153 0.942 -0.27
C 3.229235 -1.298239 -0.638709 0.271 0.825 -0.023 -0.91
C 3.663343 0.905841 -0.384828 0.898 3.076 -0.264 -0.21
C 2.247966 -0.655012 0.217753 2.220 1.892 -1.141 0.64
C 1.103910 -1.243930 0.825062 -1.922 -1.777 0.397 -0.64
C -0.108184 -0.722343 1.420027 2.271 -0.663 -0.713 0.09
C -0.439695 0.627821 1.909941 -0.545 0.978 0.849 -0.88
C -1.959934 0.772698 -1.444787 -0.500 1.261 -2.412 -0.97
C -2.264446 -0.162844 -0.320540 -2.813 -0.468 2.203 -0.24
N 2.603123 0.761605 0.347182 -1.559 -1.900 0.486 -0.46
H 4.946978 -0.341295 -1.572656 1.585 -0.382 -1.234 0.48
H 3.557767 -2.268770 -0.995295 -1.227 -0.415 0.570 0.35
H 4.183415 1.942098 -0.505392 -1.062 -2.008 0.323 0.31
H 0.982754 -2.317675 0.623884 0.416 0.402 0.087 0.27
H -0.684391 -1.458356 1.902443 -0.538 -1.536 0.989 0.41
H 0.300403 1.362229 1.652006 0.003 0.550 0.032 0.34
H -0.860724 0.623133 2.901899 0.265 0.455 0.494 0.28
H -2.456860 1.824199 -1.514964 1.187 -1.687 1.032 0.27
H -0.844370 0.804819 -1.531190 -0.947 0.470 -0.416 0.26
H -2.399615 0.329804 -2.379792 0.802 0.175 0.614 0.30
H -3.350526 -0.106497 0.095251 1.456 0.141 -0.925 0.25
H -2.149453 -1.205186 -0.609255 -0.013 -0.055 -0.432 0.29
```
Positions in Å, forces in eV/Å.

Values from the calculation:
Charge: 0
E_LUMO (spin up / spin down) (eV): 0.5 / -2.3
HOMO-LUMO gap (spin up / spin down) (hartree): 0.229 / 0.237
2S+1: 3

***

3.
Formula: C4H9O2
Source: the Open Molecules 2025 dataset
Level of theory: ωB97M-V/def2-TZVPD

Structure (XYZ):
```
15
Properties=species:S:1:pos:R:3:forces:R:3:mulliken_charge:R:1
C -1.371692 -1.487687 1.066587 1.191 2.032 -0.656 -0.67
C -0.310356 -2.534592 0.616159 -1.493 -0.187 2.947 0.70
O -0.114909 -3.514197 1.305614 0.421 0.075 -0.876 -0.53
O 0.263045 -2.202278 -0.475356 0.416 0.106 -0.911 -0.24
H -1.345721 -1.245112 2.146604 0.448 -0.671 -0.554 0.27
H -2.340975 -1.839442 0.819873 -0.853 -0.561 -0.315 0.27
H -1.223291 -0.507248 0.535175 -0.213 -0.939 0.384 0.16
C 0.944141 1.093789 -0.246999 1.311 1.920 1.704 -0.56
C 0.641237 2.157468 -1.303322 1.245 0.216 0.788 -1.05
H 0.299268 1.268699 0.608624 -0.761 -0.472 -0.030 0.23
H 0.950162 0.044233 -0.524707 0.157 0.235 -0.228 0.14
H 1.906953 1.413207 0.300173 -0.838 -0.929 -1.236 0.30
H -0.090158 1.929341 -1.987980 -2.191 -1.092 -1.310 0.38
H 1.474355 2.307501 -1.966197 0.762 0.336 0.003 0.30
H 0.317941 3.116325 -0.894249 0.397 -0.067 0.291 0.30
```
Positions in Å, forces in eV/Å.

Values from the calculation:
Charge: 0
E_LUMO (spin up / spin down) (eV): 0.8 / -3.4
ΔE to the lowest compared entry with this formula, charge and spin (kJ/mol): 52.9
HOMO-LUMO gap (spin up / spin down) (hartree): 0.427 / 0.268
2S+1: 2

***

4.
Formula: C18H34N9Pd
Source: the Open Molecules 2025 dataset
Level of theory: ωB97M-V/def2-TZVPD

Structure (XYZ):
```
62
Properties=species:S:1:pos:R:3:forces:R:3:mulliken_charge:R:1
Pd 0.374501 0.602875 0.505461 0.246 -0.041 0.215 -0.19
C 0.254703 -3.518020 -2.106793 0.021 -0.006 0.022 -1.13
N 0.839686 -2.355177 -2.753836 -0.108 0.057 -0.018 0.00
C 1.770043 -2.656980 -3.838043 0.001 -0.035 -0.004 -0.99
C 0.933402 -1.209418 -2.017093 0.181 0.075 0.043 0.46
N 0.622872 -1.109084 -0.774808 -0.183 -0.069 -0.239 -0.20
N 1.347375 -0.091454 -2.724541 -0.001 -0.002 0.046 -0.06
C 1.959247 1.034797 -2.188247 -0.150 -0.062 -0.122 0.47
N 2.260853 1.977631 -3.132715 0.054 -0.024 0.029 -0.48
N 2.229883 1.113250 -0.940634 0.060 0.050 0.132 -0.66
H 0.003637 -4.249984 -2.870430 0.014 -0.009 0.005 0.34
H -0.661562 -3.239532 -1.588747 -0.009 0.011 -0.017 0.38
H 0.937068 -3.981226 -1.385491 0.006 -0.010 -0.011 0.37
H 1.322619 -3.427890 -4.461273 0.029 -0.009 -0.004 0.36
H 2.728870 -3.019644 -3.458048 0.000 -0.021 0.004 0.31
H 1.961626 -1.801046 -4.478281 -0.004 0.020 0.028 0.31
H 0.413862 -1.986764 -0.305375 -0.010 0.009 -0.003 0.11
H 1.250122 -0.129578 -3.722873 0.008 0.007 -0.005 0.27
H 1.760365 1.970037 -4.005808 -0.031 0.028 0.007 0.20
H 2.478438 2.898315 -2.788201 -0.002 0.005 -0.003 0.23
H 2.642446 2.012135 -0.715675 0.026 -0.029 0.045 0.27
N -0.726891 0.907569 4.054203 -0.021 0.019 -0.014 -0.72
N -0.537047 1.613913 2.819071 0.084 0.028 0.005 -0.20
H -1.177116 1.496917 4.748577 0.008 0.002 0.005 0.24
H 0.190429 0.674705 4.414717 0.000 -0.019 -0.004 0.21
H -0.093431 2.519803 2.939666 -0.032 0.013 0.039 0.28
H -1.452950 1.789300 2.421657 0.016 -0.008 -0.046 0.24
C -1.227022 -4.741062 1.679675 -0.004 -0.037 -0.026 -1.65
C -0.931192 -3.455369 2.442320 -0.025 0.030 -0.049 1.36
C 0.362780 -3.600883 3.236528 0.051 -0.046 0.025 -1.84
C -2.096025 -3.110916 3.369864 -0.033 -0.013 0.043 -1.70
N -0.729710 -2.423704 1.390524 -0.098 0.105 0.034 -0.40
N -0.467558 -1.106143 1.885664 0.088 0.035 0.148 -0.19
H -1.370373 -5.571314 2.370565 -0.003 0.011 0.012 0.45
H -0.402183 -4.988765 1.010086 0.006 0.000 0.009 0.30
H -2.140044 -4.646701 1.086054 0.007 0.021 -0.006 0.40
H 0.341352 -4.525116 3.813729 -0.015 0.017 0.021 0.45
H 0.505458 -2.786892 3.950650 -0.006 0.024 -0.027 0.37
H 1.225442 -3.641149 2.568911 -0.011 -0.022 -0.016 0.39
H -2.259116 -3.914462 4.088728 0.017 -0.007 -0.003 0.43
H -3.022890 -2.981650 2.805436 0.007 -0.001 -0.009 0.38
H -1.907517 -2.202883 3.946702 0.000 0.007 -0.011 0.43
H -1.593033 -2.338728 0.860284 0.024 -0.039 -0.038 0.36
H 0.384250 -1.155236 2.438545 0.019 -0.110 -0.048 0.31
H -1.177792 -0.787935 2.544860 0.001 0.010 -0.019 0.22
C -1.916617 4.484993 -2.867740 0.013 -0.067 0.029 -0.59
C -1.987678 3.088804 -2.652827 -0.010 0.067 -0.041 -0.81
C -1.268338 2.509155 -1.647995 -0.004 -0.075 0.032 -0.27
C -0.433367 3.280894 -0.797222 0.026 -0.026 -0.028 1.86
C 0.346271 2.700612 0.243453 -0.316 -0.039 -0.187 -1.58
C 1.170845 3.493531 0.992248 0.035 0.121 0.019 0.39
C 1.237141 4.896016 0.775562 0.014 -0.089 0.018 -0.73
C 0.487928 5.472279 -0.205612 -0.043 -0.056 -0.035 -0.99
C -0.359451 4.677188 -1.022441 0.033 0.193 -0.021 0.97
C -1.122608 5.255768 -2.069974 0.017 -0.025 0.027 -0.87
H -2.495163 4.938841 -3.661270 -0.006 -0.009 -0.006 0.41
H -2.623157 2.480389 -3.283577 -0.007 0.012 -0.009 0.44
H -1.332879 1.437872 -1.482599 0.020 0.013 0.025 0.48
H 1.805218 3.059234 1.760620 0.010 0.014 0.000 0.56
H 1.891871 5.501623 1.389592 0.001 -0.006 0.008 0.43
H 0.533738 6.539917 -0.381352 -0.003 0.003 -0.003 0.40
H -1.061632 6.326346 -2.224431 -0.004 0.003 -0.003 0.42
```
Positions in Å, forces in eV/Å.

Values from the calculation:
Charge: +1
E_LUMO (spin up / spin down) (eV): -1.9 / -3.0
ΔE to the lowest compared entry with this formula, charge and spin (kJ/mol): 49.6
HOMO-LUMO gap (spin up / spin down) (hartree): 0.301 / 0.269
2S+1: 3

***

5.
Formula: C4H14IN3PdS
Source: the Open Molecules 2025 dataset
Level of theory: ωB97M-V/def2-TZVPD

Structure (XYZ):
```
24
Properties=species:S:1:pos:R:3:forces:R:3:mulliken_charge:R:1
C -1.985356 0.695419 -3.390069 0.146 0.735 0.366 -0.63
C -1.887631 -0.782318 -3.641569 -0.169 -0.951 -0.316 -0.73
H -2.971896 1.096003 -3.628611 0.055 0.011 0.033 0.30
H -1.258520 1.242430 -3.990615 0.020 0.111 0.059 0.25
H -1.773558 0.903630 -2.335918 -0.158 0.169 -0.163 0.07
H -1.402891 -1.303839 -2.811720 -0.001 0.026 -0.136 0.19
H -2.878872 -1.229928 -3.770028 0.155 -0.032 0.095 0.26
H -1.328840 -0.999786 -4.556082 -0.028 -0.064 0.101 0.27
Pd 0.771478 -0.569462 0.587517 -1.769 0.290 0.022 0.21
C 2.066091 -0.350438 -0.913915 1.114 0.054 -1.047 -1.06
H 2.188561 -1.382545 -1.281540 0.146 0.380 -0.096 0.34
H 3.009033 0.048881 -0.513589 -0.185 -0.133 -0.432 0.31
H 1.603145 0.302535 -1.670705 0.296 -0.238 0.215 0.29
I -1.826988 -0.177547 0.865835 -0.859 0.039 0.041 -0.47
N 0.957507 1.315816 1.778730 0.404 1.461 0.506 -0.50
N 0.926922 0.970499 3.183120 -0.651 0.163 -0.650 -0.21
C 1.039897 -0.387049 3.310539 0.255 -0.618 1.029 0.60
N 0.410349 -0.950389 4.357298 -0.046 0.150 -0.310 -0.39
S 2.118946 -1.246989 2.316840 0.561 -0.522 1.262 -0.44
H 0.188141 1.974731 1.600341 0.211 -0.526 -0.059 0.28
H 1.841348 1.801997 1.598724 -0.263 -0.130 0.073 0.27
H 0.162116 1.428830 3.693639 0.414 -0.381 -0.463 0.31
H 0.345876 -1.960320 4.358761 0.168 0.237 0.110 0.25
H -0.314851 -0.440161 4.853026 0.186 -0.228 -0.240 0.23
```
Positions in Å, forces in eV/Å.

Values from the calculation:
Charge: 0
E_LUMO (spin up / spin down) (eV): 0.1 / -1.2
HOMO-LUMO gap (spin up / spin down) (hartree): 0.261 / 0.250
2S+1: 3